No. 1
{"formula": "C25H19FN2O3Pt", "method": "ωB97M-V/def2-TZVPD", "charge": 2, "multiplicity": 5, "energy_ev": -41302.0993, "symbols": ["Pt", "C", "C", "C", "C", "C", "C", "C", "F", "C", "C", "C", "O", "C", "C", "N", "C", "C", "O", "O", "H", "H", "H", "H", "H", "H", "H", "H", "H", "H", "H", "C", "C", "C", "C", "N", "C", "C", "C", "C", "C", "C", "C", "H", "H", "H", "H", "H", "H", "H", "H"], "coordinates": [[0.8127, 2.0016, -1.1520], [0.5914, -3.5679, 3.8876], [-0.8116, -3.2884, 3.3688], [-1.8053, -3.1487, 4.5048], [-3.1959, -2.8415, 3.9812], [-3.1640, -1.6159, 3.1299], [-4.2754, -0.8185, 2.9795], [-4.2008, 0.3169, 2.1878], [-5.2589, 1.0727, 2.0479], [-3.0227, 0.7093, 1.5265], [-1.9061, -0.0714, 1.6485], [-0.6678, 0.3162, 0.9498], [-0.6201, 1.4213, 0.3928], [0.4174, -0.6342, 0.9942], [0.2602, -1.7328, 1.7710], [-0.8551, -2.0342, 2.5152], [-1.9531, -1.2530, 2.4427], [1.8016, -0.5129, 0.3325], [2.5795, -1.4085, 0.5669], [2.0624, 0.5132, -0.4063], [0.5115, -4.3559, 4.6349], [1.0190, -2.6885, 4.3717], [1.2772, -3.9252, 3.1233], [-1.1315, -4.0938, 2.7004], [-1.4684, -2.3609, 5.1851], [-1.8072, -4.0810, 5.0663], [-3.9129, -2.7057, 4.7900], [-3.5662, -3.6767, 3.3746], [-5.2046, -1.0602, 3.4792], [-3.0045, 1.6160, 0.9363], [1.0923, -2.4172, 1.8303], [4.4408, 4.2407, -2.3051], [4.5381, 3.9754, -3.6570], [3.5429, 3.2295, -4.2702], [2.4746, 2.7631, -3.5120], [2.3903, 3.0442, -2.1883], [3.3433, 3.7547, -1.6010], [1.4006, 1.9348, -4.0406], [1.3236, 1.5520, -5.3827], [0.2790, 0.7631, -5.7878], [-0.7276, 0.3344, -4.8651], [-0.6767, 0.7060, -3.5531], [0.3929, 1.4924, -3.0815], [5.1963, 4.8136, -1.7866], [5.3796, 4.3385, -4.2309], [3.6042, 3.0077, -5.3246], [3.2278, 3.9475, -0.5435], [2.0606, 1.8701, -6.1054], [0.2036, 0.4619, -6.8244], [-1.5340, -0.2891, -5.2296], [-1.4534, 0.3852, -2.8721]]}

No. 2
{"formula": "CH12NO4", "method": "ωB97M-V/def2-TZVPD", "charge": 0, "multiplicity": 2, "energy_ev": -10908.6820, "symbols": ["C", "N", "H", "H", "H", "H", "H", "H", "O", "H", "H", "O", "H", "H", "O", "H", "H", "O"], "coordinates": [[2.2340, -1.6705, -0.2403], [1.8725, -2.2395, 0.8549], [2.8889, -2.3220, -0.9037], [1.8983, -0.6077, -0.4913], [0.9314, -2.0066, 1.2525], [2.4525, -2.9630, 1.2349], [-3.5248, 0.1068, 3.4562], [-4.4974, 0.8951, 2.5334], [-3.7458, 0.2483, 2.5209], [-1.5078, -1.1833, 1.7615], [-1.4921, -1.4455, 0.2753], [-0.9181, -1.4756, 1.1128], [2.2076, 2.3510, -1.0978], [2.9089, 1.6759, -2.1655], [2.4611, 1.4016, -1.2717], [-0.8742, 3.7451, -2.4025], [-1.9780, 3.0216, -3.2820], [-1.0378, 2.8797, -2.9512]]}